# 1
A molecular structure, C48H52KN6O3Sb, computed with ωB97M-V/def2-TZVPD.

ΔE to the lowest compared entry with this formula, charge and spin   0.000 eV
Total charge   -2
Highest occupied orbital energy   -1.25 eV
Orbital gap   5.1 eV

Positions of all 111 atoms, in Å:
K 1.35 -0.57 0.34
O 4.18 -1.78 -1.44
C 3.43 -2.30 -0.58
N 3.31 -1.98 0.69
C 4.19 -1.10 1.25
C 5.57 -1.24 1.05
C 6.49 -0.38 1.62
C 6.05 0.65 2.43
C 4.70 0.80 2.68
C 3.75 -0.06 2.12
N 2.42 0.03 2.50
C 1.83 1.18 2.58
O 2.16 2.31 2.13
C 0.57 1.17 3.41
C 0.53 2.16 4.40
C -0.56 2.24 5.24
C -1.60 1.34 5.05
C -1.47 0.41 4.03
N -0.43 0.31 3.23
C 2.50 -3.39 -1.03
C 2.50 -3.72 -2.39
C 1.70 -4.75 -2.84
C 0.92 -5.43 -1.92
C 0.98 -5.02 -0.59
N 1.75 -4.04 -0.15
H 5.90 -2.06 0.43
H 7.54 -0.51 1.41
H 6.76 1.35 2.87
H 4.35 1.60 3.31
H 1.36 2.84 4.48
H -0.60 3.00 6.02
H -2.48 1.36 5.68
H -2.28 -0.30 3.84
H 3.12 -3.14 -3.05
H 1.68 -5.02 -3.89
H 0.26 -6.24 -2.22
H 0.39 -5.52 0.17
C -4.82 0.89 2.63
C -4.83 0.13 1.32
C -6.02 -0.83 1.30
Sb -2.74 -0.73 0.83
C -3.09 -0.52 -1.35
C -2.65 0.88 -1.72
C -4.50 -0.81 -1.84
C -3.42 -2.82 1.32
C -3.51 -2.86 2.83
C -2.45 -3.90 0.85
H -5.76 1.43 2.78
H -4.01 1.62 2.64
H -4.68 0.22 3.48
H -4.97 0.86 0.52
H -5.99 -1.50 2.16
H -6.04 -1.43 0.40
H -6.96 -0.27 1.35
H -2.41 -1.23 -1.81
H -3.24 1.63 -1.17
H -2.78 1.06 -2.79
H -1.61 1.02 -1.48
H -5.22 -0.13 -1.38
H -4.78 -1.84 -1.63
H -4.55 -0.67 -2.92
H -4.40 -3.01 0.88
H -2.52 -2.69 3.26
H -3.86 -3.84 3.18
H -4.19 -2.10 3.21
H -1.42 -3.61 1.05
H -2.57 -4.10 -0.21
H -2.65 -4.83 1.39
C -2.11 -3.69 -4.65
C -2.12 -3.86 -3.26
C -1.29 -3.11 -2.48
C -0.41 -2.14 -3.01
C 0.37 -1.35 -2.11
C 1.28 -0.53 -2.75
C 1.41 -0.44 -4.14
C 0.60 -1.15 -4.98
C -0.35 -2.03 -4.43
C -1.23 -2.81 -5.22
H -2.79 -4.27 -5.27
H -2.80 -4.58 -2.82
H -1.26 -3.24 -1.41
H 1.96 0.08 -2.15
H 2.16 0.23 -4.56
H 0.68 -1.06 -6.06
H -1.18 -2.71 -6.30
C 0.95 6.10 -0.44
N 1.08 4.92 0.40
N 1.34 3.68 -0.23
C 0.52 2.70 0.34
O 0.42 1.55 -0.06
C -0.28 3.38 1.33
C 0.07 4.68 1.33
C -0.44 5.78 2.20
C 2.55 3.41 -0.88
C 3.13 2.15 -0.76
C 4.29 1.82 -1.44
C 4.90 2.76 -2.26
C 4.34 4.02 -2.39
C 3.18 4.34 -1.71
H 1.88 6.68 -0.44
H 0.16 6.74 -0.05
H 0.69 5.84 -1.47
H -0.97 2.87 1.97
H -0.85 5.34 3.11
H -1.23 6.35 1.72
H 0.36 6.46 2.48
H 2.69 1.42 -0.11
H 4.71 0.83 -1.33
H 5.81 2.51 -2.80
H 4.81 4.76 -3.02
H 2.78 5.34 -1.84


# 2
A molecular structure, C48H53BCuN13S5, computed with ωB97M-V/def2-TZVPD.

Expectation value of S²   0.76
ΔE to the lowest compared entry with this formula, charge and spin   2.592 eV
Total charge   +1
Highest occupied orbital energy (alpha / beta)   -8.75 / -8.75 eV
Spin multiplicity   2
Orbital gap (alpha / beta)   6.9 / 5.9 eV

Positions of all 121 atoms, in Å:
Cu 1.82 0.50 -1.64
C 3.31 -1.78 -5.69
N 3.65 -0.37 -5.65
C 4.71 0.00 -6.56
C 3.37 0.32 -4.51
N 2.99 -0.20 -3.41
N 3.47 1.71 -4.61
C 3.06 2.60 -3.64
N 2.87 3.87 -4.11
N 2.90 2.25 -2.42
H 3.29 -2.09 -6.74
H 2.31 -1.93 -5.27
H 4.03 -2.40 -5.16
H 4.36 -0.04 -7.59
H 5.55 -0.70 -6.45
H 5.10 1.00 -6.35
H 2.93 -1.22 -3.42
H 3.51 2.06 -5.55
H 3.10 4.11 -5.06
H 2.77 4.62 -3.46
H 2.62 2.99 -1.79
N 0.41 1.28 -0.39
S -0.20 2.25 0.51
N -0.63 1.80 2.06
S -1.90 0.96 2.33
N -2.37 -0.22 1.45
S -1.65 -1.71 1.19
N -0.75 -1.40 -0.08
C -0.48 -1.76 2.57
C 0.72 -1.09 2.46
C 1.65 -1.20 3.47
C 1.37 -1.98 4.58
C 0.16 -2.65 4.69
C -0.77 -2.54 3.67
C -2.26 -4.20 -0.09
C -3.56 -4.57 0.20
C -4.53 -4.94 -0.75
C -4.22 -5.46 -1.98
C -2.90 -5.69 -2.42
C -1.82 -4.98 -2.01
C -3.34 2.04 2.32
C -3.31 3.15 3.15
C -4.39 4.02 3.15
C -5.47 3.78 2.31
C -5.48 2.67 1.49
C -4.42 1.79 1.49
C -1.81 0.44 4.05
C -2.89 -0.28 4.52
C -2.86 -0.78 5.81
C -1.75 -0.56 6.61
C -0.67 0.17 6.13
C -0.70 0.69 4.84
C -1.72 2.98 -0.14
C -2.18 4.20 0.33
C -3.32 4.74 -0.23
C -3.99 4.06 -1.24
C -3.53 2.83 -1.69
C -2.38 2.29 -1.13
C 0.81 3.71 0.88
C 1.03 4.61 -0.15
C 1.84 5.71 0.08
C 2.43 5.90 1.32
C 2.21 4.99 2.34
C 1.40 3.88 2.12
H 0.93 -0.51 1.57
H 2.61 -0.71 3.36
H 2.11 -2.08 5.37
H -0.05 -3.27 5.54
H -1.71 -3.08 3.72
H -3.82 -4.65 1.25
H -5.56 -4.97 -0.42
H -5.03 -5.88 -2.57
H -2.74 -6.52 -3.09
H -0.81 -5.34 -2.18
H -2.46 3.32 3.79
H -4.39 4.89 3.79
H -6.31 4.47 2.31
H -6.33 2.49 0.84
H -4.40 0.91 0.87
H -3.73 -0.44 3.87
H -3.70 -1.35 6.18
H -1.71 -0.98 7.61
H 0.19 0.34 6.75
H 0.13 1.25 4.44
H -1.65 4.71 1.12
H -3.69 5.70 0.11
H -4.87 4.50 -1.69
H -4.05 2.31 -2.47
H -1.97 1.34 -1.45
H 0.56 4.45 -1.11
H 2.01 6.44 -0.71
H 3.07 6.75 1.49
H 2.67 5.14 3.30
H 1.23 3.15 2.88
C -2.75 -2.72 -1.98
N -1.89 -3.72 -1.38
C -1.23 -4.31 0.91
C 0.08 -3.96 0.86
N 0.77 -3.20 -0.05
B 2.32 -3.50 0.01
N 3.25 -2.67 -0.91
C 4.06 -3.27 -1.83
C 5.02 -2.39 -2.22
N 4.80 -1.24 -1.53
C 5.51 0.01 -1.63
C 3.71 -1.42 -0.75
S 3.09 -0.16 0.20
C 0.19 -2.13 -0.63
S 0.74 -1.62 -2.16
H -3.76 -3.07 -2.21
H -2.27 -2.38 -2.89
H -2.82 -1.88 -1.29
H -1.51 -4.91 1.76
H 0.73 -4.39 1.61
H 2.65 -3.24 1.13
H 2.47 -4.64 -0.29
H 3.90 -4.29 -2.12
H 5.85 -2.51 -2.88
H 6.27 -0.07 -2.41
H 5.99 0.24 -0.68
H 4.80 0.80 -1.86


The records above give, respectively, calculated total energy values of -3254.6873 -6228.5992 hartree.